1.
{"formula": "C16H28CoN5Se", "method": "ωB97M-V/def2-TZVPD", "total_charge": 1, "multiplicity": 2, "homo_energy_ev": [-10.648, -10.341], "homo_lumo_gap_ha": [0.2911, 0.2797], "e_tot_ha": -4684.24968, "elements": ["Co", "N", "C", "C", "C", "N", "C", "C", "N", "C", "H", "H", "H", "H", "H", "H", "H", "H", "H", "H", "H", "H", "H", "H", "H", "H", "C", "N", "C", "C", "C", "C", "C", "C", "C", "C", "H", "H", "H", "H", "H", "H", "H", "H", "H", "H", "H", "H", "Se", "C", "N"], "coordinates": [[-0.038, 0.435, -0.292], [1.589, -2.361, 3.114], [0.738, -2.204, 1.884], [-0.725, -2.403, 2.241], [-1.611, -2.117, 1.027], [-1.599, -0.676, 0.698], [-1.165, -2.964, -0.169], [0.331, -2.877, -0.484], [0.646, -1.552, -1.059], [1.170, -3.138, 0.770], [1.545, -1.454, 3.663], [2.568, -2.540, 2.884], [1.257, -3.119, 3.712], [0.885, -1.177, 1.564], [-1.006, -1.757, 3.077], [-0.890, -3.442, 2.548], [-2.630, -2.417, 1.288], [-1.805, -0.123, 1.528], [-2.352, -0.473, 0.048], [-1.746, -2.688, -1.053], [-1.402, -4.008, 0.046], [0.575, -3.663, -1.204], [0.171, -1.474, -1.955], [1.638, -1.492, -1.274], [2.232, -3.005, 0.540], [1.024, -4.182, 1.064], [2.695, 1.226, -1.434], [1.261, 1.443, -1.630], [0.897, 1.147, -3.024], [0.932, 2.860, -1.338], [-0.544, 3.021, -1.110], [-1.130, 4.281, -1.145], [-2.485, 4.419, -0.889], [-3.249, 3.295, -0.611], [-2.645, 2.044, -0.557], [-1.281, 1.876, -0.802], [3.286, 1.902, -2.059], [2.961, 0.203, -1.707], [2.949, 1.393, -0.388], [1.450, 1.794, -3.713], [-0.169, 1.304, -3.169], [1.149, 0.113, -3.266], [1.275, 3.491, -2.169], [1.485, 3.159, -0.445], [-0.528, 5.155, -1.367], [-2.944, 5.399, -0.905], [-4.312, 3.391, -0.430], [-3.286, 1.192, -0.342], [1.081, 0.750, 4.334], [0.920, 0.966, 2.560], [0.831, 1.051, 1.402]], "lowdin_charge": [0.4352, 0.2014, -0.3200, -0.0901, -0.3190, 0.0543, -0.0928, -0.3343, 0.0538, -0.0924, 0.0042, 0.1669, 0.1683, 0.0851, 0.1244, 0.1376, 0.1511, 0.1169, 0.0792, 0.1292, 0.1328, 0.1483, 0.1002, 0.0892, 0.1297, 0.1368, -0.0767, -0.3273, -0.0679, -0.1581, -0.2507, -0.0393, -0.0803, -0.0896, -0.1205, -0.1474, 0.1031, 0.0764, 0.0844, 0.1026, 0.0938, 0.0781, 0.1331, 0.1278, 0.1158, 0.1054, 0.1029, 0.0760, 0.5928, -0.8590, 0.0286]}


2.
{"formula": "C4H9N2", "method": "ωB97M-V/def2-TZVPD", "total_charge": 1, "multiplicity": 3, "homo_energy_ev": [-9.835, -13.959], "homo_lumo_gap_ha": [0.2588, 0.2140], "e_tot_ha": -266.76741, "elements": ["C", "C", "C", "C", "N", "N", "H", "H", "H", "H", "H", "H", "H", "H", "H"], "coordinates": [[0.883, 0.340, -0.745], [0.872, 0.061, 0.779], [-0.213, -0.531, -0.118], [-1.533, 0.135, 0.016], [-0.169, -1.894, -0.381], [0.883, 1.520, 0.522], [1.752, 0.224, -1.352], [1.624, -0.289, 1.348], [-1.881, 0.560, -0.953], [-1.622, 1.019, 0.539], [-2.252, -0.532, 0.324], [0.739, -2.269, -0.728], [-0.907, -2.508, -0.484], [1.748, 2.053, 0.495], [0.075, 2.111, 0.738]], "lowdin_charge": [-0.0157, -0.0267, -0.4288, 0.0185, 0.2862, 0.1016, 0.1068, 0.1139, 0.1369, 0.0650, 0.0723, 0.1714, 0.1135, 0.1511, 0.1343]}


3.
{"formula": "C5H5CuO6", "method": "ωB97M-V/def2-TZVPD", "total_charge": 1, "multiplicity": 2, "homo_energy_ev": [-14.876, -14.520], "homo_lumo_gap_ha": [0.3316, 0.2182], "e_tot_ha": -2284.98084, "elements": ["C", "C", "O", "O", "H", "H", "C", "C", "O", "C", "O", "O", "O", "H", "H", "Cu", "H"], "coordinates": [[-2.525, -1.517, 0.209], [-1.020, -1.903, 0.341], [-0.561, -2.000, 1.513], [-3.378, -2.343, 0.332], [-2.698, -0.477, -0.138], [-0.903, -2.799, -0.311], [0.997, 0.511, 0.131], [0.470, 1.952, -0.030], [0.990, 2.341, -1.292], [1.832, 1.428, -1.766], [1.885, 0.358, -0.925], [2.519, 1.546, -2.730], [1.426, 0.158, 1.264], [0.841, 2.623, 0.752], [-0.625, 1.967, -0.054], [0.924, -1.235, 2.757], [-0.175, -0.612, -0.053]], "lowdin_charge": [-0.1475, -0.2011, -0.0288, 0.1927, 0.1483, 0.1586, -0.3847, -0.0091, 0.1100, -0.5266, 0.1796, 0.2285, 0.0297, 0.1632, 0.1440, 0.7127, 0.2305]}


4.
{"formula": "C3H4N2S2", "method": "ωB97M-V/def2-TZVPD", "homo_energy_ev": -9.157, "homo_lumo_gap_ha": 0.3058, "smiles": "S=C/N=C\\NC=S", "e_tot_ha": -1022.52685, "elements": ["S", "C", "N", "C", "N", "C", "S", "H", "H", "H", "H"], "coordinates": [[-2.788, -0.705, 0.411], [-1.461, -1.422, 0.914], [-0.218, -1.613, 0.310], [0.518, -0.705, -0.112], [0.261, 0.650, -0.046], [1.131, 1.552, -0.725], [2.841, 1.555, -0.798], [-1.575, -2.070, 1.830], [1.392, -0.819, -0.723], [-0.580, 1.072, 0.128], [0.479, 2.505, -1.190]], "lowdin_charge": [0.6729, -0.7635, 0.0340, -0.2267, -0.0089, -0.6279, 0.5716, 0.0644, 0.0999, 0.0543, 0.1298]}


5.
{"formula": "C5H11N2", "method": "ωB97M-V/def2-TZVPD", "total_charge": 1, "homo_energy_ev": [-13.816, -13.677], "homo_lumo_gap_ha": [0.3516, 0.3277], "e_tot_ha": -306.20200, "elements": ["C", "C", "C", "C", "C", "N", "N", "H", "H", "H", "H", "H", "H", "H", "H", "H", "H", "H"], "coordinates": [[-3.876, 0.122, -0.027], [-0.341, -1.105, 0.331], [-0.979, -0.424, -0.779], [2.539, 0.508, 0.277], [1.456, 0.354, -0.777], [-2.886, 0.832, -0.110], [0.139, 0.206, -0.138], [-4.812, 0.582, 0.297], [-3.972, -0.943, -0.233], [-0.814, -1.129, 1.305], [0.320, -1.947, 0.143], [-1.031, -0.653, -1.823], [3.508, 0.570, -0.209], [2.394, 1.416, 0.856], [2.555, -0.344, 0.953], [1.637, -0.528, -1.398], [1.418, 1.233, -1.427], [-0.087, 1.006, 0.456]], "lowdin_charge": [-0.1275, -0.0258, 0.0011, -0.0517, -0.1714, 0.1274, -0.0732, 0.0948, 0.0885, 0.1341, 0.1397, 0.1264, 0.0931, 0.0868, 0.0848, 0.1382, 0.1420, 0.1928]}


6.
{"formula": "C5H10N2", "method": "ωB97M-V/def2-TZVPD", "homo_energy_ev": -8.134, "homo_lumo_gap_ha": 0.3349, "e_tot_ha": -305.89987, "elements": ["C", "C", "N", "C", "C", "C", "N", "H", "H", "H", "H", "H", "H", "H", "H", "H", "H"], "coordinates": [[-2.530, 0.465, 0.128], [-1.553, -0.406, -0.565], [-0.473, 0.203, -1.004], [0.666, -0.689, -1.151], [1.492, -0.767, 0.135], [1.962, 0.437, 0.860], [0.959, -0.443, 1.453], [-3.525, 0.322, -0.297], [-2.273, 1.534, 0.215], [-2.576, 0.027, 1.137], [0.127, -1.628, -1.300], [-0.324, 1.222, -1.018], [1.312, -0.464, -2.008], [2.125, -1.652, 0.159], [2.928, 0.444, 1.362], [1.645, 1.414, 0.494], [0.037, -0.018, 1.400]], "lowdin_charge": [-0.1492, -0.1376, -0.0688, -0.1715, -0.3018, -0.1551, 0.0261, 0.0665, 0.0649, 0.0748, 0.1005, 0.1419, 0.1186, 0.1304, 0.0962, 0.0966, 0.0676]}